Entry 1:
Entry from the Open Molecules 2025 dataset: C10H9CsF5N3O8P2S as an isolated structure in a non-equilibrium geometry (the ωB97M-V functional and the def2-TZVPD basis).

Computed properties:
Total charge ... -2
E_LUMO ... 3.6099 eV
E ... -74924.606 eV
ΔE to the lowest compared entry with this formula, charge and spin ... 19.6 kJ/mol

XYZ file:
```
39
Properties=species:S:1:pos:R:3:forces:R:3
Cs 0.419 0.371 0.715 -0.44 -1.12 -0.92
O 2.398 1.777 2.545 0.07 0.01 -0.03
P 1.125 2.123 3.530 0.06 0.22 0.44
O 1.605 2.529 4.868 -0.02 0.00 -0.03
O 0.133 1.019 3.343 -0.02 0.14 0.34
O 0.621 3.477 2.771 -0.04 -0.03 -0.07
P -0.224 3.745 1.422 0.00 0.26 0.09
O 0.054 5.344 1.274 -0.05 0.04 0.00
O -1.686 3.596 1.686 -0.05 -0.02 0.01
O 0.386 3.033 0.261 0.04 0.50 -0.01
H 2.533 0.823 2.524 0.21 0.03 0.21
H 0.969 5.466 1.001 0.01 -0.04 -0.01
F 7.415 -2.088 -2.177 0.00 -0.01 0.00
C 6.203 -1.978 -1.577 0.01 0.00 -0.01
C 6.092 -1.906 -0.198 -0.02 0.00 0.03
F 7.215 -1.950 0.551 0.01 0.00 -0.01
C 4.861 -1.795 0.410 0.07 -0.01 -0.07
F 4.826 -1.724 1.757 -0.01 0.00 0.01
C 3.627 -1.741 -0.305 -0.08 0.00 0.12
O 2.502 -1.628 0.258 0.12 -0.02 -0.07
C 3.807 -1.826 -1.716 0.06 0.00 -0.01
F 2.713 -1.782 -2.508 -0.01 0.00 -0.01
C 5.039 -1.934 -2.324 -0.01 -0.01 -0.02
F 5.125 -2.002 -3.671 0.00 0.00 0.00
C -6.718 -2.667 0.564 -0.02 -0.02 0.02
C -6.051 -2.087 -0.683 -0.01 0.05 -0.03
C -5.172 -0.915 -0.382 0.07 -0.15 -0.06
N -3.891 -0.952 -0.463 0.07 0.06 0.02
N -3.261 0.211 -0.103 -0.10 0.06 0.03
C -4.104 1.144 0.258 0.19 -0.08 0.04
N -3.801 2.388 0.642 0.05 0.05 0.03
S -5.775 0.622 0.162 -0.19 0.02 0.03
H -7.331 -3.533 0.309 0.00 0.00 0.00
H -7.360 -1.930 1.051 0.01 0.01 -0.02
H -5.964 -2.977 1.287 0.00 0.00 0.00
H -6.813 -1.803 -1.415 0.00 -0.01 0.00
H -5.410 -2.833 -1.151 0.00 0.00 0.00
H -2.843 2.685 0.960 0.02 0.02 -0.06
H -4.538 2.924 1.063 0.00 0.03 0.01
```
Positions in Å, forces in eV/Å.



Entry 2:
Entry from the Open Molecules 2025 dataset: C15H11BrClN9Pt as an isolated structure (the ωB97M-V functional and the def2-TZVPD basis).

Computed properties:
Total charge ... -2
E_LUMO (spin up / spin down) ... 4.2158 / 4.2125 eV
E ... -114954.774 eV
Multiplicity ... 3
⟨S²⟩ ... 2.005

XYZ file:
```
38
Properties=species:S:1:pos:R:3:forces:R:3
Pt -0.166 -0.091 0.190 0.10 -0.46 -0.13
N 2.392 0.066 2.671 0.13 0.14 0.07
C 2.831 0.127 1.368 0.02 -0.07 -0.15
N 4.115 0.274 1.064 -0.07 -0.01 0.04
N 4.125 0.297 -0.284 0.16 0.03 0.02
N 2.933 0.170 -0.749 -0.18 -0.07 -0.15
N 2.065 0.052 0.283 0.07 0.13 0.13
C 1.130 -0.255 3.103 -0.19 -0.10 -0.03
N 0.857 -0.482 4.382 0.12 0.00 -0.12
N -0.460 -0.762 4.389 -0.09 0.01 0.15
N -0.942 -0.705 3.200 -0.18 -0.06 -0.23
N 0.049 -0.383 2.336 0.02 0.07 0.35
H 3.106 0.076 3.376 0.00 -0.01 -0.02
Br -0.888 6.634 -0.845 -0.01 0.04 -0.01
C -0.690 4.752 -0.523 -0.03 0.00 0.01
C 0.527 4.148 -0.764 0.07 0.08 -0.03
C 0.656 2.785 -0.525 0.01 -0.22 -0.02
C -0.401 1.991 -0.056 -0.19 0.35 0.00
C -1.611 2.665 0.175 0.29 -0.05 -0.03
C -1.767 4.028 -0.051 -0.05 0.07 0.01
H 1.363 4.730 -1.131 0.01 -0.02 0.00
H 1.616 2.318 -0.720 0.01 0.06 -0.02
H -2.461 2.122 0.552 -0.19 -0.12 0.07
H -2.716 4.516 0.140 -0.01 -0.01 0.00
Cl -3.248 0.024 -2.756 0.01 0.00 0.02
C -3.864 0.271 -1.130 0.07 0.08 -0.07
C -4.954 1.117 -0.998 -0.01 0.00 0.02
C -5.483 1.365 0.256 -0.04 0.00 0.06
C -4.900 0.747 1.363 -0.05 0.08 0.02
C -3.806 -0.077 1.216 0.08 0.02 -0.19
C -3.225 -0.338 -0.046 -0.04 -0.09 0.09
C -2.020 -1.164 -0.156 0.15 0.16 0.00
H -5.367 1.582 -1.884 -0.02 0.00 0.01
H -6.328 2.033 0.370 0.00 -0.01 0.00
H -5.288 0.933 2.359 -0.02 0.01 -0.01
H -3.316 -0.498 2.083 0.06 -0.06 0.08
H -1.942 -1.622 -1.143 0.02 -0.01 0.02
H -2.019 -1.943 0.609 0.00 0.04 0.04
```
Positions in Å, forces in eV/Å.



Entry 3:
Entry from the Open Molecules 2025 dataset: a 2-piece molecular cluster, C3H6N2O overall (the ωB97M-V functional and the def2-TZVPD basis).

Computed properties:
SMILES ... O=C1N=CCN1.[H][H]
E_LUMO ... 0.6386 eV
E ... -8234.947 eV
ΔE to the lowest compared entry with this formula, charge and spin ... 169.0 kJ/mol

XYZ file:
```
12
Properties=species:S:1:pos:R:3:forces:R:3
O 2.573 -0.187 -0.827 -0.47 0.02 0.12
C 1.397 -0.123 -0.575 0.39 0.05 -0.13
N 0.700 1.000 -0.162 0.11 0.05 -0.17
C -0.715 0.752 -0.191 -0.04 -0.08 -0.07
C -0.688 -0.737 -0.411 0.05 -0.05 -0.19
N 0.464 -1.225 -0.644 -0.24 0.20 -0.06
H 1.106 1.907 -0.325 -0.03 -0.09 0.05
H -1.223 1.217 -1.047 0.03 0.07 0.09
H -1.234 1.058 0.726 0.08 -0.19 -0.13
H -0.694 -0.998 2.063 0.04 -0.04 0.31
H -1.580 -1.357 -0.342 0.13 0.08 -0.17
H -0.106 -1.307 1.734 -0.05 -0.03 0.35
```
Positions in Å, forces in eV/Å.



Entry 4:
Entry from the Open Molecules 2025 dataset: a single C3H4N2 molecule in a non-equilibrium geometry (the ωB97M-V functional and the def2-TZVPD basis).

Computed properties:
SMILES ... C1=NN=CC1
E_LUMO ... 0.6760 eV
E ... -6154.161 eV
ΔE to the lowest compared entry with this formula, charge and spin ... 167.9 kJ/mol

XYZ file:
```
9
Properties=species:S:1:pos:R:3:forces:R:3
C -0.079 -0.487 1.079 0.16 -1.62 -0.08
C 0.479 0.823 0.671 0.41 0.36 -1.43
C -0.510 -1.001 -0.272 0.36 0.54 -1.57
H 0.662 -1.237 1.524 -0.91 1.19 -0.31
H -0.956 -0.384 1.736 0.34 -0.09 0.11
H 1.001 1.521 1.363 -0.65 -0.39 -0.83
H -0.939 -2.009 -0.521 0.39 1.22 0.42
N 0.370 1.029 -0.617 0.05 -0.74 1.53
N -0.242 -0.157 -1.236 -0.16 -0.48 2.16
```
Positions in Å, forces in eV/Å.



Entry 5:
Entry from the Open Molecules 2025 dataset: C16H16F3IrN5S2 as an isolated structure (the ωB97M-V functional and the def2-TZVPD basis).

Computed properties:
Total charge ... +2
E_LUMO (spin up / spin down) ... -6.8237 / -9.2444 eV
E ... -56946.125 eV
Multiplicity ... 6
⟨S²⟩ ... 8.812

XYZ file:
```
43
Properties=species:S:1:pos:R:3:forces:R:3
Ir -0.271 0.310 0.844 0.66 -0.21 0.51
C 5.244 -2.963 -0.448 -0.02 -0.01 0.02
C 4.225 -2.557 0.602 0.08 0.00 -0.11
N 2.863 -2.763 0.099 0.24 -0.21 0.03
C 1.790 -2.101 0.444 0.11 0.34 0.17
S 1.790 -0.797 1.555 -0.28 -0.10 -0.22
N 0.635 -2.632 -0.100 -0.12 -0.07 -0.01
N -0.406 -1.864 0.074 -0.27 -0.02 -0.08
C -1.596 -2.434 0.042 -0.03 0.07 -0.07
C -1.832 -3.890 -0.130 -0.01 0.05 -0.09
C -2.703 -1.501 0.264 0.09 -0.03 0.00
C -4.013 -1.849 -0.019 -0.07 -0.05 0.02
C -5.024 -0.930 0.220 -0.07 -0.02 -0.03
C -4.697 0.296 0.768 0.00 0.04 0.03
C -3.365 0.576 1.039 0.07 -0.07 0.07
N -2.384 -0.291 0.782 -0.04 0.20 -0.06
H 6.244 -2.824 -0.041 0.01 -0.01 -0.02
H 5.153 -2.355 -1.347 0.00 0.00 0.01
H 5.143 -4.016 -0.719 0.00 0.02 0.02
H 4.330 -1.512 0.885 -0.05 0.04 -0.03
H 4.335 -3.156 1.509 -0.03 -0.02 0.04
H 2.715 -3.554 -0.521 -0.01 0.01 0.00
H -0.911 -4.454 -0.039 0.02 -0.01 -0.01
H -2.248 -4.073 -1.127 0.00 0.01 0.02
H -2.559 -4.250 0.598 0.01 0.02 0.01
H -4.240 -2.823 -0.428 0.00 0.02 0.00
H -6.052 -1.175 -0.012 0.01 -0.01 0.02
H -5.457 1.030 0.999 0.02 0.01 0.00
H -3.072 1.514 1.492 -0.01 0.01 -0.02
F 3.178 4.429 0.317 0.17 -0.06 -0.05
C 2.077 5.157 0.155 -0.10 0.03 -0.07
F 1.782 5.741 1.315 -0.03 0.05 0.11
F 2.327 6.103 -0.749 -0.01 0.00 0.06
C 0.911 4.294 -0.305 0.04 0.05 -0.05
C 0.015 4.792 -1.239 -0.02 0.00 -0.08
C -1.049 4.008 -1.653 -0.01 0.02 -0.03
C -1.167 2.714 -1.158 0.15 -0.08 -0.07
N -0.316 2.233 -0.259 -0.23 -0.02 -0.14
C 0.687 3.020 0.219 -0.07 -0.09 0.17
S 1.484 2.332 1.577 -0.22 0.10 -0.09
H 0.153 5.788 -1.638 0.00 0.01 0.00
H -1.770 4.380 -2.367 0.02 -0.01 0.00
H -1.948 2.046 -1.499 0.01 0.00 0.01
```
Positions in Å, forces in eV/Å.



> E of number 3 (C3H6N2O)?

-8234.947 eV